# 1
DFT (wB97M-V/def2-TZVPD) results for 4 unconnected molecules or ions with the total composition C4H15NO3 at a distorted geometry.

Results
HOMO level ... -8.765 eV
LUMO level ... 0.4 eV
Structure (SMILES) ... C1CCNC1.O.O.O
Maximum force ... 7.176 eV/Å
Relative energy (zero: lowest compared OMol25 entry of this formula, charge and spin) ... 66.9 kcal/mol
Calculated total energy ... -12021.31680 eV

Element x y z (Å)
C  -1.88278  -0.69228  0.14433
C  -0.75718  -1.37314  -0.63952
C  0.24262  -0.23159  -1.14931
N  0.11666  0.76120  -0.10765
C  -1.23430  0.71345  0.37290
H  -2.06806  -1.06592  1.24560
H  -2.91315  -0.56459  -0.37900
H  -1.14630  -1.86378  -1.59249
H  -0.41228  -2.24359  -0.04999
H  1.23124  -0.59620  -1.61100
H  -0.24230  0.14653  -2.14576
H  0.80429  0.92678  0.59623
H  -1.81374  1.58856  -0.21262
H  -1.31694  0.81404  1.52726
O  3.91112  -1.39893  0.55800
H  4.11544  -0.92342  1.37005
H  3.31674  -0.78392  0.03889
O  2.23057  -0.74288  2.93778
H  2.12624  -0.04942  2.25460
H  1.56334  -1.30903  2.88357
O  -1.83346  2.83836  -2.31700
H  -2.56462  2.53383  -1.97211
H  -1.47314  3.51593  -1.75276

Atom charges from the Löwdin analysis, given in e for atoms 1 to 4:
1. C -0.2038
2. C -0.2067
3. C -0.2070
4. N -0.1016

=====

# 2
DFT (wB97M-V/def2-TZVPD) results for a molecular structure, C33H63GeN6O5PdSe at a distorted geometry.

Results
Total charge ... +4
HOMO level (alpha / beta) ... -18.728 / -19.220 eV
2S+1 ... 6
LUMO level (alpha / beta) ... -10.2 / -13.9 eV
Maximum force ... 1.602 eV/Å
Relative energy (zero: lowest compared OMol25 entry of this formula, charge and spin) ... 33.7 kcal/mol
Calculated total energy ... -179727.32559 eV

Element x y z (Å)
Pd  0.14597  0.09835  0.21246
C  -2.23467  2.28525  1.07649
C  -1.97343  2.58281  -0.38708
C  -1.53195  4.02874  -0.56938
C  -3.18828  2.28834  -1.24632
O  -0.89892  1.68893  -0.86516
Ge  0.80310  2.31663  -1.17321
O  1.37761  0.65394  -1.57894
C  1.45309  0.03914  -2.92194
C  0.24420  -0.86351  -3.08883
C  1.45580  1.15086  -3.95933
C  2.74471  -0.75073  -2.95312
O  1.15194  2.02826  0.59008
C  2.52306  2.25064  1.13378
C  3.09294  3.46509  0.41834
C  3.38599  1.02446  0.89456
C  2.35188  2.52704  2.61636
H  -3.06496  2.89058  1.43937
H  -2.49392  1.22814  1.21442
H  -1.35617  2.51040  1.68375
H  -2.31968  4.72013  -0.27084
H  -0.65859  4.25334  0.05505
H  -1.30113  4.23324  -1.61976
H  -4.04204  2.87617  -0.90818
H  -2.99519  2.53640  -2.29024
H  -3.44295  1.22414  -1.19890
H  -0.67909  -0.29264  -2.94991
H  0.23736  -1.28675  -4.09235
H  0.28751  -1.68471  -2.36570
H  0.52128  1.72642  -3.91406
H  2.30433  1.82208  -3.80237
H  1.53968  0.74441  -4.96598
H  2.76409  -1.48524  -2.14662
H  2.83454  -1.27564  -3.90414
H  3.60585  -0.09054  -2.84618
H  3.24220  3.24789  -0.65081
H  2.43312  4.32901  0.52637
H  4.06885  3.73381  0.82021
H  3.67769  0.92456  -0.15081
H  4.29084  1.09138  1.49830
H  2.85798  0.11181  1.18309
H  1.53757  3.23067  2.79233
H  2.16264  1.60434  3.17340
H  3.26683  2.96006  3.01847
N  -0.08987  -0.39452  2.46773
C  0.73707  -1.60259  2.70066
C  0.61768  -2.23047  4.08944
C  -0.71802  -2.81686  4.56417
C  -1.06715  -4.22614  4.05537
N  0.04713  -5.16799  4.12584
C  0.27453  -6.07459  5.07454
N  1.27320  -6.94170  4.92666
N  -0.47997  -6.13464  6.17105
C  0.53940  -2.56532  1.53535
O  0.75676  -3.75154  1.64288
O  0.14703  -1.99951  0.41654
H  0.27563  0.38808  3.00523
H  -1.04086  -0.54388  2.79356
H  1.77854  -1.27495  2.62343
H  0.91688  -1.45804  4.80196
H  1.38731  -2.99944  4.15499
H  -1.56077  -2.15427  4.33450
H  -0.66974  -2.85042  5.65475
H  -1.37960  -4.20685  3.01391
H  -1.91021  -4.61930  4.62382
H  0.68260  -5.11766  3.33901
H  1.82252  -6.97035  4.08402
H  1.50250  -7.60870  5.64545
H  -1.16779  -5.43458  6.38035
H  -0.31237  -6.83281  6.87745
C  -2.41988  -6.59398  0.60098
C  -2.75546  -5.27750  -0.09244
C  -3.07777  -5.47194  -1.57249
C  -3.20559  -4.16560  -2.33921
N  -4.30495  -3.31161  -1.80349
C  -4.14355  -2.27412  -0.93352
Se  -2.48069  -1.69892  -0.39536
N  -5.35345  -1.78759  -0.57096
C  -5.59465  -0.65545  0.36723
C  -5.11103  -0.89940  1.79220
C  -5.99118  -1.81565  2.64168
C  -5.99762  -3.28002  2.20629
C  -6.31866  -2.50709  -1.22317
C  -7.70388  -2.41201  -1.21989
C  -8.36207  -3.31608  -2.01836
C  -7.66325  -4.31226  -2.82484
C  -6.30436  -4.41628  -2.83035
C  -5.62806  -3.50269  -2.01383
H  -2.20004  -6.43773  1.65727
H  -1.55112  -7.06469  0.14005
H  -3.25161  -7.29684  0.53574
H  -1.90424  -4.58886  0.00424
H  -3.60928  -4.80993  0.41640
H  -3.99524  -6.05699  -1.68573
H  -2.28320  -6.04389  -2.05656
H  -3.41197  -4.31724  -3.39714
H  -2.28199  -3.58536  -2.26296
H  -6.66826  -0.48131  0.36263
H  -5.12398  0.22662  -0.06892
H  -5.06218  0.08947  2.25327
H  -4.08526  -1.29142  1.77875
H  -7.01071  -1.42063  2.65218
H  -5.63821  -1.75332  3.67161
H  -6.49963  -3.43324  1.24700
H  -6.53212  -3.89294  2.93052
H  -4.97889  -3.67616  2.12859
H  -8.24525  -1.67963  -0.63828
H  -9.44417  -3.29229  -2.06253
H  -8.25394  -4.98125  -3.43833
H  -5.78952  -5.15010  -3.43491

Atom charges from the Löwdin analysis, given in e for atoms 1 to 4:
1. Pd 1.1143
2. C -0.0261
3. C -0.6420
4. C -0.0381

=====

# 3
DFT (wB97M-V/def2-TZVPD) results for a molecular structure, C35H68F6Li2O27P at a distorted geometry.

Results
Total charge ... +1
HOMO level ... -12.210 eV
LUMO level ... -2.6 eV
Maximum force ... 4.778 eV/Å
Calculated total energy ... -118688.61123 eV

Element x y z (Å)
Li  0.72922  -1.30994  -1.98064
Li  -1.07746  0.78596  3.04948
P  0.58170  0.08318  0.46394
F  1.68015  -0.98999  0.15639
F  0.60997  0.55851  -1.09358
F  -0.59383  -0.97679  0.17698
F  -0.52700  1.26559  0.80977
F  0.51435  -0.40090  1.95992
F  1.75150  1.12521  0.85317
C  -3.96128  0.27283  -0.95049
C  -5.00996  1.17271  -0.31224
O  -5.47987  1.90689  -1.48671
C  -4.95122  1.50252  -2.59456
O  -5.19790  1.91919  -3.72970
O  -4.14157  0.46232  -2.34247
H  -4.05793  -0.77800  -0.67755
H  -2.99981  0.67641  -0.63296
H  -4.61101  1.83735  0.45403
H  -5.72597  0.49913  0.15861
C  3.69289  2.81581  -1.15108
C  3.23438  4.22416  -0.85066
O  4.35178  5.02753  -0.65806
C  5.07200  5.55859  -1.74820
O  6.06894  6.29577  -1.57652
O  4.55133  5.14079  -2.95555
C  5.21271  5.45363  -4.18331
H  2.83145  2.16378  -1.29564
H  4.36228  2.30922  -0.45582
H  4.20915  2.72842  -2.10708
H  2.55002  4.30361  -0.00601
H  2.61900  4.53788  -1.69386
H  5.00768  6.43450  -4.61221
H  4.93577  4.70809  -4.92869
H  6.27465  5.46808  -3.93802
C  -3.25922  -3.40736  6.43991
C  -1.98776  -4.16483  6.05544
O  -1.54074  -3.76287  4.76657
C  -1.99617  -4.26481  3.63514
O  -2.91184  -5.05204  3.48384
O  -1.27184  -3.71506  2.68839
C  -1.74337  -3.73022  1.36231
H  -4.06553  -3.60291  5.73300
H  -3.15922  -2.32478  6.36175
H  -3.70884  -3.68704  7.39265
H  -2.00145  -5.21652  6.34157
H  -1.21515  -3.74179  6.69748
H  -2.16512  -4.71178  1.14604
H  -0.90351  -3.52736  0.69781
H  -2.61611  -3.08503  1.26160
C  -1.69140  3.84568  -0.08541
C  -1.17252  3.46294  -1.50044
O  -2.14384  3.66895  -2.50051
C  -1.77268  3.65951  -3.80494
O  -0.64581  3.48886  -4.27388
O  -2.78571  3.88370  -4.52653
C  -2.71020  3.68580  -5.97075
H  -2.37608  4.67954  -0.24027
H  -0.94448  4.16124  0.64304
H  -2.18887  3.00578  0.39956
H  -0.82131  2.43891  -1.62731
H  -0.26913  4.05585  -1.64342
H  -2.57467  2.60847  -6.06601
H  -1.87592  4.24158  -6.39875
H  -3.59103  4.08664  -6.47232
C  6.48959  -2.03931  -3.22026
C  5.05686  -1.79457  -2.73993
O  4.53679  -0.63628  -3.48302
C  3.25131  -0.33662  -3.28649
O  2.50045  -1.09963  -2.67323
O  3.00073  0.88270  -3.81745
C  1.74906  1.48776  -3.86173
H  7.05582  -1.11906  -3.07673
H  6.35402  -2.14593  -4.29653
H  6.93318  -2.84146  -2.63045
H  4.94616  -1.71379  -1.65857
H  4.44301  -2.63692  -3.05891
H  1.14737  1.00449  -4.63149
H  1.86292  2.49676  -4.25803
H  1.22543  1.60431  -2.91288
C  1.73038  -3.74483  4.78524
C  1.35673  -2.35424  4.33520
O  1.14552  -1.60012  5.52450
C  0.37757  -0.55204  5.61340
O  -0.17705  -0.02108  4.62207
O  0.40227  -0.08251  6.86536
C  -0.34562  1.00317  7.16952
H  2.76331  -3.70850  5.13144
H  1.84775  -4.38611  3.91168
H  1.01635  -4.26348  5.42497
H  0.55270  -2.28689  3.60233
H  2.23291  -1.87969  3.89338
H  -0.19673  1.49178  8.13243
H  -1.39787  0.72677  7.10246
H  -0.33706  1.77976  6.40471
C  -3.78060  -3.70583  -1.57000
C  -2.52278  -2.97054  -1.97317
O  -2.74423  -2.46640  -3.24669
C  -1.88030  -1.67305  -3.74004
O  -0.87600  -1.28213  -3.14642
O  -2.23149  -1.30189  -4.98388
C  -1.32784  -0.53521  -5.78989
H  -3.99956  -4.62890  -2.10677
H  -4.60100  -3.01815  -1.77529
H  -3.76363  -3.88462  -0.49490
H  -1.68601  -3.66650  -2.03282
H  -2.44661  -2.16286  -1.24520
H  -1.12053  0.43546  -5.33941
H  -1.84881  -0.36868  -6.73274
H  -0.37575  -1.00154  -6.04320
C  2.75590  -3.89781  1.01101
C  3.15850  -4.47210  -0.35864
O  2.08417  -5.24188  -0.93447
C  1.13985  -4.62774  -1.60061
O  0.80804  -3.45123  -1.75895
O  0.40562  -5.56893  -2.19913
C  0.51759  -6.98458  -2.11729
H  2.64398  -4.63489  1.80616
H  1.77209  -3.46802  0.82257
H  3.49494  -3.13527  1.25685
H  3.94132  -5.20951  -0.18107
H  3.61196  -3.81661  -1.10216
H  0.21061  -7.43501  -1.17338
H  1.55241  -7.24242  -2.34259
H  -0.19792  -7.37768  -2.83952
C  -4.21314  4.48414  2.73984
C  -3.31363  4.27789  3.96008
O  -2.00458  4.80013  3.69691
C  -0.93848  4.05827  3.44390
O  -0.80005  2.84328  3.38904
O  0.07347  4.84788  3.20788
C  1.40095  4.31587  3.08380
H  -3.86889  3.78481  1.97792
H  -4.16582  5.46356  2.26382
H  -5.25697  4.30616  2.99843
H  -3.18506  3.26385  4.33861
H  -3.70368  4.90631  4.76075
H  2.15541  4.99043  2.67900
H  1.51016  3.55241  2.31353
H  1.69595  3.90395  4.04889

Atom charges from the Löwdin analysis, given in e for atoms 1 to 4:
1. Li 0.6341
2. Li 0.7318
3. P 0.1294
4. F -0.1093

=====

# 4
DFT (wB97M-V/def2-TZVPD) results for a single C3H4O2S molecule at a distorted geometry.

Results
HOMO level ... -9.298 eV
LUMO level ... -0.1 eV
Structure (SMILES) ... CC(=O)C(=O)S
Maximum force ... 4.204 eV/Å
Relative energy (zero: lowest compared OMol25 entry of this formula, charge and spin) ... 57.2 kcal/mol
Calculated total energy ... -18103.58376 eV

Element x y z (Å)
C  1.38936  0.10704  0.09407
C  0.14629  -0.54087  -0.19211
O  -0.21158  -1.66770  -0.25388
C  -1.11888  0.65220  -0.23214
O  -0.80367  1.78137  -0.16442
S  -2.74764  -0.24331  -0.02396
H  1.26035  0.87034  -0.88011
H  2.32174  -0.41336  0.04025
H  1.44695  0.75024  1.03630
H  -1.68291  -1.29596  0.57600

Atom charges from the Löwdin analysis, given in e for atoms 1 to 4:
1. C -0.0189
2. C -0.4637
3. O 0.0412
4. C -0.6832